No. 1
Computed, not measured: 12 unconnected molecules or ions with the total composition C4H29NO13 in a non-equilibrium geometry, with ωB97M-V/def2-TZVPD.

XYZ file:
```
47
C4H29NO13, DFT ωB97M-V/def2-TZVPD
O -1.0539 1.5987 -2.9322
C -0.4604 0.4955 -3.0556
C 0.6952 -0.0331 -2.1796
C 1.9799 0.7158 -2.1541
C 3.3410 0.0328 -1.8559
O 4.2635 0.8500 -1.6906
N 0.7885 -1.4570 -2.6065
H -0.9601 -0.4167 -3.4493
H 0.1825 -0.1364 -1.1555
H 2.2192 1.0466 -3.3210
H 1.8300 1.6471 -1.6483
H 3.4539 -1.0653 -1.7474
H 1.0651 -2.0321 -1.8826
H 1.4347 -1.6798 -3.2757
H 1.2879 3.6234 1.8199
H -0.2749 3.2017 1.5711
O 0.4427 3.2757 2.2475
H -2.9922 -3.7842 -0.1904
H -3.3730 -3.3250 1.2190
O -3.0361 -2.9546 0.3500
H -0.9544 -3.7405 0.6419
H -0.5265 -3.8865 -0.7243
O -0.3391 -4.2668 0.1921
H -1.4631 3.6744 -1.3723
H -0.8287 3.6244 -2.8353
O -1.5061 3.9330 -2.2046
H 1.8182 1.2471 1.2298
H 1.2351 1.6948 2.5291
O 1.7563 0.9744 2.1838
H 0.8064 -2.6663 2.3903
H -0.3306 -1.8788 2.8537
O 0.1749 -2.1353 2.1153
H -2.6272 1.1294 2.1770
H -1.0052 0.9824 1.8876
O -1.7255 0.8373 2.3988
H 0.0612 -0.5423 4.7575
H -1.0312 -0.0011 3.8387
O -0.8615 -0.6661 4.4426
H -0.7320 2.1243 -1.2214
H -1.1773 1.8299 0.1534
O -0.4017 2.0273 -0.3274
H -3.7340 0.7700 -1.1248
H -2.8610 -0.2352 -0.5092
O -3.5215 0.3961 -0.2405
H 3.2224 -0.9270 0.7897
H 2.6369 -2.0606 1.3046
O 3.0814 -1.8417 0.6107
```

Computed properties:
Energy above the lowest of the compared OMol25 structures with the same formula, charge and spin: 399.58 kJ/mol
Multiplicity: 2
Net charge: +1

***

No. 2
Computed, not measured: a molecular structure, C4H2BeO2 in a non-equilibrium geometry, with ωB97M-V/def2-TZVPD.

XYZ file:
```
9
C4H2BeO2, DFT ωB97M-V/def2-TZVPD
O 0.8840 -1.3668 1.7837
H 0.3566 -1.0776 2.5315
C 1.2565 -0.1693 1.0243
C 0.2113 0.5977 0.7456
C -0.8821 0.4475 0.0120
C -1.0666 0.4431 -1.3288
O 0.0003 0.4237 -2.1366
Be 1.2902 0.2660 -0.8180
H -2.0501 0.4357 -1.8137
```

Computed properties:
Energy above the lowest of the compared OMol25 structures with the same formula, charge and spin: 0.00 kJ/mol
Multiplicity: 1

***

No. 3
Computed, not measured: a gas-phase ion, C4H2Br2Cl3O2 (charge -1) in a non-equilibrium geometry, with ωB97M-V/def2-TZVPD.

XYZ file:
```
13
C4H2Br2Cl3O2, DFT ωB97M-V/def2-TZVPD
O -2.5918 -0.7214 -1.4799
C -1.7934 -1.2135 -0.7052
O -1.7253 -2.3543 -0.3102
C -1.0224 -0.0523 0.2104
C 0.7273 -0.1480 -0.0126
Cl 0.9365 -0.5468 -1.6789
Br 1.1922 -1.6530 1.2315
C 1.4977 1.1112 0.3754
Cl 0.8579 2.4827 -0.5785
Cl 1.2598 1.4801 2.1039
Br 3.4265 0.7902 0.0034
H -1.3415 0.8394 -0.3728
H -1.4234 -0.0143 1.2135
```

Computed properties:
E_tot: -185928.3803 eV
Multiplicity: 1
Net charge: -1

***

No. 4
Computed, not measured: a molecular structure, C4H2Br2F2 in a non-equilibrium geometry, with ωB97M-V/def2-TZVPD.

XYZ file:
```
10
C4H2Br2F2, DFT ωB97M-V/def2-TZVPD
C -0.5391 0.7765 0.7542
C 0.6104 0.9068 0.0944
C 0.5132 -0.4258 -0.6966
C -0.8235 -0.5340 0.0629
F -0.8573 -1.5139 0.9644
F -1.9445 -0.6748 -0.6847
Br 2.0616 2.0993 -0.0475
Br 1.7833 -1.7226 -0.1728
H -1.1102 1.4440 1.5839
H 0.3060 -0.3555 -1.8582
```

Computed properties:
Energy above the lowest of the compared OMol25 structures with the same formula, charge and spin: 0.00 kJ/mol
Multiplicity: 1

***

No. 5
Computed, not measured: a single C4H2BrNO2 molecule in a non-equilibrium geometry, with ωB97M-V/def2-TZVPD.

XYZ file:
```
10
C4H2BrNO2, DFT ωB97M-V/def2-TZVPD
O 1.5124 2.3398 0.0092
C 0.4613 1.7680 -0.0080
C 0.2546 0.3472 -0.1737
N 1.1621 -0.6361 -0.0778
C 0.6009 -1.7420 0.0489
O -0.7893 -1.6811 -0.0443
C -1.1052 -0.4041 -0.0263
Br -2.8765 0.1902 -0.0264
H -0.4207 2.4092 0.0844
H 1.2005 -2.5912 0.2139
```

Computed properties:
Energy above the lowest of the compared OMol25 structures with the same formula, charge and spin: 0.00 kJ/mol
Multiplicity: 1

***

No. 6
Computed, not measured: a molecular structure, C4H2CaO in a non-equilibrium geometry, with ωB97M-V/def2-TZVPD.

XYZ file:
```
8
C4H2CaO, DFT ωB97M-V/def2-TZVPD
C -2.6904 0.4505 -0.4045
C -1.5101 0.0793 -0.3563
C -0.2154 -0.1193 -0.2834
C 1.1249 -0.1665 -0.1550
O 1.7555 -0.8112 0.7355
Ca 3.5975 -0.6060 1.8188
H -3.7239 0.7611 -0.4213
H 1.6619 0.4121 -0.9337
```

Computed properties:
Energy above the lowest of the compared OMol25 structures with the same formula, charge and spin: 11.57 kJ/mol
Multiplicity: 2
Net charge: +1